[1]
{"formula": "C7H14N2", "method": "the ωB97M-V functional and the def2-TZVPD basis", "lumo_ev": [0.95, 0.93], "max_force_ev_per_a": 2.2, "molar_mass_da": 126.2, "e_tot_ha": -384.464110, "orbital_gap_ev": [6.9, 6.8], "homo_energy_ev": [-5.94, -5.87], "e_above_lowest_kcal_mol": 105.3, "symbols": ["C", "C", "C", "C", "C", "N", "N", "C", "C", "H", "H", "H", "H", "H", "H", "H", "H", "H", "H", "H", "H", "H", "H"], "xyz": [[1.318794, 0.462957, 1.250045], [-2.137523, -0.138349, -0.487864], [-0.480905, -1.966241, 0.112869], [0.100751, 0.579715, 0.460279], [-0.797300, -0.499640, 0.071361], [-0.493558, 1.894183, 0.551308], [1.616797, -0.674542, 1.972777], [0.916319, 0.232910, -0.940867], [0.866414, 1.041804, -2.017380], [2.058778, 1.251279, 1.184603], [-0.961698, 2.155344, -0.308014], [0.211825, 2.594117, 0.743520], [0.841244, -1.085520, 2.479770], [2.481951, -0.659942, 2.489667], [1.508791, -0.670660, -0.968797], [-2.657793, 0.598244, 0.129750], [-2.042967, 0.283172, -1.501259], [-1.248062, -2.501201, 0.686751], [0.500666, -2.187416, 0.523757], [-0.500173, -2.398633, -0.895399], [-2.772273, -1.022278, -0.562936], [0.248667, 1.927877, -2.065948], [1.421253, 0.782820, -2.907993]], "atomic_forces_ev_per_a": [[-0.20, 0.10, 1.04], [0.17, 0.09, 0.02], [0.07, 0.07, -0.07], [1.39, -0.05, -1.66], [-0.76, -0.55, 0.70], [0.08, -0.35, -0.22], [0.13, -0.15, 0.02], [-0.73, 1.37, -0.43], [-0.01, -0.46, 0.34], [-0.11, -0.12, -0.07], [-0.06, -0.03, 0.01], [0.03, -0.09, 0.00], [0.13, 0.04, 0.00], [-0.14, 0.01, 0.01], [-0.10, -0.05, 0.29], [0.03, 0.02, -0.03], [-0.04, -0.01, -0.02], [0.08, -0.01, 0.02], [-0.06, -0.02, 0.07], [-0.05, 0.03, -0.02], [0.06, 0.01, -0.03], [0.08, 0.13, 0.09], [0.01, 0.01, -0.06]], "nbo_charge": [-0.0374, -0.6649, -0.6593, 0.0083, 0.0440, -0.8016, -0.8096, -0.1313, -0.5520, 0.1916, 0.3630, 0.3705, 0.3789, 0.3859, 0.2136, 0.2265, 0.2106, 0.2124, 0.2291, 0.2105, 0.2185, 0.1845, 0.2082]}

***

[2]
{"formula": "C7H14N2", "method": "the ωB97M-V functional and the def2-TZVPD basis", "lumo_ev": 0.89, "max_force_ev_per_a": 2.6, "molar_mass_da": 126.2, "e_tot_ha": -384.616461, "orbital_gap_ev": 9.5, "homo_energy_ev": -8.60, "e_above_lowest_kcal_mol": 9.7, "symbols": ["C", "C", "C", "C", "N", "N", "H", "H", "H", "H", "H", "H", "C", "C", "C", "H", "H", "H", "H", "H", "H", "H", "H"], "xyz": [[-1.585564, -2.283605, -0.641690], [0.461393, -1.170778, -1.638302], [-0.140651, -1.897733, -0.657416], [1.890761, -1.665012, -0.050271], [1.788273, -1.059813, -1.254425], [0.764139, -2.205182, 0.325135], [0.105431, -0.665112, -2.517907], [2.427614, -0.423175, -1.688662], [-2.207340, -1.474218, -1.019918], [-1.961337, -2.573920, 0.328562], [2.836075, -1.842991, 0.439139], [-1.715555, -3.142962, -1.305746], [-0.588337, 2.279885, 1.195241], [0.894851, 2.026824, 1.484012], [-1.086444, 1.460091, -0.006865], [-1.238947, 2.092473, 2.042903], [-0.629488, 3.338274, 0.915126], [0.988762, 1.072981, 2.015745], [-1.471738, 0.559556, 0.500999], [-1.978933, 1.847053, -0.489251], [1.306770, 2.792266, 2.096904], [1.480830, 1.899092, 0.592123], [-0.340563, 1.036007, -0.665437]], "atomic_forces_ev_per_a": [[0.15, -0.36, -0.43], [0.65, 0.10, 0.08], [-0.55, 0.34, -0.08], [0.55, -0.57, 0.03], [-0.71, 0.35, -0.19], [-0.22, -0.15, 0.08], [-0.14, -0.14, -0.06], [0.36, -0.10, 0.03], [-0.01, 0.05, -0.04], [0.17, 0.02, 0.36], [-0.01, 0.33, 0.09], [-0.19, 0.02, 0.05], [0.89, 1.05, -1.74], [-1.00, -1.50, 0.61], [-0.93, -1.50, 1.89], [0.12, 0.16, 0.21], [-0.39, 0.06, 0.28], [0.16, 0.07, 0.07], [0.00, -0.19, -0.46], [0.25, 0.40, -0.37], [0.45, 0.63, 0.50], [0.18, 0.28, -0.58], [0.23, 0.64, -0.35]], "nbo_charge": [-0.6383, -0.1332, 0.0999, 0.1655, -0.5240, -0.4590, 0.2158, 0.4144, 0.2169, 0.2298, 0.1960, 0.2192, -0.3921, -0.6026, -0.6231, 0.2014, 0.1855, 0.2039, 0.2032, 0.2095, 0.2058, 0.1959, 0.2095]}

***

[3]
{"formula": "C7H14N2", "method": "the ωB97M-V functional and the def2-TZVPD basis", "lumo_ev": 1.06, "max_force_ev_per_a": 3.6, "molar_mass_da": 126.2, "e_tot_ha": -384.499699, "orbital_gap_ev": 8.7, "homo_energy_ev": -7.66, "e_above_lowest_kcal_mol": 83.0, "symbols": ["C", "C", "C", "C", "C", "C", "C", "H", "H", "H", "H", "H", "H", "H", "H", "H", "H", "H", "H", "H", "H", "N", "N"], "xyz": [[-1.891604, 0.989517, -1.125439], [-1.404416, -0.877170, 0.479412], [-0.270010, -1.255849, 1.458049], [1.234159, -1.283284, 0.985115], [1.110835, -0.427271, -0.201119], [1.220723, 1.428616, -1.129191], [0.289949, 0.750592, 0.009559], [-2.849317, 0.379313, -0.981081], [-2.061141, 2.172511, -1.122323], [-1.373823, 0.676694, -2.113106], [-1.500869, -1.647140, -0.390494], [-2.367151, -0.704410, 1.033931], [-0.292872, -0.396532, 2.309099], [-0.612344, -2.241275, 1.907388], [1.934649, -1.029570, 1.804159], [1.434647, -2.345999, 0.889996], [0.775500, -0.998918, -1.009998], [2.696312, 0.738142, 0.221569], [0.777237, 1.365130, -2.110010], [1.520047, 2.447709, -1.046155], [0.501426, 1.297542, 0.881396], [-1.108043, 0.495267, -0.031975], [2.236106, 0.466385, -0.718785]], "atomic_forces_ev_per_a": [[-0.39, -0.20, -0.72], [0.22, 1.06, -1.22], [-0.88, 0.72, 3.40], [-1.43, -1.67, 1.47], [3.51, 0.54, 0.11], [-1.56, 0.05, 1.81], [-1.00, 2.11, -2.38], [0.81, 1.43, -0.86], [0.26, -2.62, 0.08], [-1.17, 0.62, 0.95], [-0.06, 1.00, 1.37], [0.78, -1.05, -0.49], [-0.32, -2.16, -1.69], [0.71, 1.19, -0.17], [-0.53, 0.73, -0.44], [0.43, -0.13, -1.04], [-0.69, -0.82, -1.44], [-0.85, 0.19, -2.20], [0.38, -0.90, -0.59], [0.10, 0.89, 0.50], [0.83, 0.52, 1.50], [-0.68, 0.03, 0.63], [1.54, -1.54, 1.41]], "nbo_charge": [-0.3994, -0.2247, -0.4087, -0.4215, -0.0898, -0.2236, -0.0515, 0.2053, 0.2009, 0.1610, 0.1676, 0.2171, 0.2054, 0.2199, 0.2154, 0.2122, 0.1958, 0.3400, 0.1900, 0.1924, 0.1802, -0.4856, -0.5983]}

***

[4]
{"formula": "C7H14N2O", "method": "the ωB97M-V functional and the def2-TZVPD basis", "lumo_ev": 0.25, "max_force_ev_per_a": 3.0, "molar_mass_da": 142.2, "e_tot_ha": -459.786972, "orbital_gap_ev": 8.8, "homo_energy_ev": -8.57, "e_above_lowest_kcal_mol": 57.6, "symbols": ["C", "C", "C", "N", "C", "O", "H", "H", "H", "H", "H", "H", "H", "H", "H", "C", "C", "C", "N", "H", "H", "H", "H", "H"], "xyz": [[0.559037, -0.539931, 0.991826], [1.051123, 0.560546, 1.932062], [1.187106, -1.894688, 1.352151], [-0.878707, -0.648956, 1.082231], [1.049751, -0.239682, -0.436128], [2.021567, 0.349134, -0.810497], [-1.235988, -1.380024, 0.477854], [-1.321383, 0.236178, 0.838514], [0.343489, -0.812837, -1.225444], [2.133068, 0.654547, 1.871901], [0.771063, 0.310271, 2.952038], [0.598133, 1.509822, 1.658695], [0.870196, -2.666504, 0.651138], [0.847462, -2.175984, 2.350933], [2.275689, -1.833893, 1.349002], [-0.470653, 1.638677, -1.293134], [-0.764311, 0.377318, -2.147538], [-2.001698, -0.142806, -2.201698], [-1.174804, 1.935492, -0.280296], [-0.982286, 2.855610, 0.110113], [0.250761, 2.314715, -1.766480], [-0.105411, 0.322956, -3.007132], [-2.709537, 0.005358, -1.402038], [-2.313668, -0.735320, -3.048074]], "atomic_forces_ev_per_a": [[0.75, 0.52, 0.19], [-0.01, -0.37, -0.04], [-0.05, 0.23, 0.08], [-0.16, -0.09, 0.08], [-1.04, -2.45, -0.85], [0.12, 0.37, 0.23], [0.00, 0.03, 0.00], [0.02, -0.23, -0.05], [1.69, 0.61, 1.58], [0.04, 0.06, -0.04], [-0.05, 0.03, 0.10], [-0.01, 0.12, 0.04], [0.01, -0.09, -0.06], [-0.01, 0.01, -0.07], [-0.01, -0.02, -0.05], [-1.08, -0.64, -0.73], [-1.68, 2.49, -0.50], [0.92, 0.19, 0.01], [0.17, -0.15, -0.19], [0.21, -0.02, -0.19], [0.07, -0.15, 0.26], [0.15, -0.40, 0.12], [-0.14, 0.25, 0.03], [0.08, -0.32, 0.06]], "nbo_charge": [-0.0197, -0.6074, -0.5995, -0.8462, 0.4656, -0.5531, 0.3556, 0.3968, 0.1208, 0.2199, 0.2189, 0.2084, 0.2071, 0.2282, 0.2175, 0.1219, -0.2976, -0.3482, -0.6595, 0.3564, 0.1814, 0.2209, 0.2076, 0.2041]}

***

[5]
{"formula": "C7H14N2O", "method": "the ωB97M-V functional and the def2-TZVPD basis", "lumo_ev": 0.77, "max_force_ev_per_a": 4.6, "molar_mass_da": 142.2, "e_tot_ha": -459.691310, "orbital_gap_ev": 8.0, "homo_energy_ev": -7.21, "e_above_lowest_kcal_mol": 117.7, "symbols": ["C", "C", "C", "C", "C", "C", "N", "C", "O", "N", "H", "H", "H", "H", "H", "H", "H", "H", "H", "H", "H", "H", "H", "H"], "xyz": [[0.942606, 0.795725, 0.153541], [-0.429634, -1.977586, -0.947317], [2.021723, -0.285888, 0.140754], [-1.479345, 1.368719, -0.547233], [-0.511990, -2.389137, 0.440933], [-0.588110, 0.375625, 0.242080], [1.267679, 1.740104, -0.940763], [-1.069963, -1.023834, -0.091872], [-0.947880, 0.573080, 1.633364], [-0.400407, -2.185911, 1.698489], [-1.919268, 0.535935, 1.698776], [1.146792, 1.363761, 1.073641], [0.909757, 2.661728, -0.678935], [2.279371, 1.864137, -0.994978], [-0.379838, -1.195753, 1.983203], [0.546766, -1.821622, -1.370952], [-1.050024, -2.558670, -1.624083], [-2.157837, -1.058008, -0.061149], [2.998291, 0.156522, 0.377640], [2.140888, -0.739863, -0.846660], [1.847704, -1.061320, 0.886785], [-1.283049, 1.316553, -1.623805], [-2.544778, 1.148324, -0.404039], [-1.339454, 2.397380, -0.197420]], "atomic_forces_ev_per_a": [[0.67, 0.47, 0.50], [-0.88, -1.71, -2.22], [0.07, -0.26, -0.03], [0.25, -0.07, -0.30], [-0.25, 3.63, 2.85], [-0.43, 0.67, -0.20], [-0.50, 0.21, -0.12], [-0.20, 1.91, -2.54], [-0.02, 0.37, 0.43], [2.30, -3.18, 1.66], [0.53, -0.02, -0.05], [-0.61, -0.44, 0.22], [0.05, -0.32, -0.31], [-0.30, -0.25, 0.06], [-1.15, -0.70, -0.22], [0.26, 0.05, 0.28], [0.09, 0.02, -0.19], [0.08, -0.15, -0.13], [-0.26, 0.08, 0.01], [-0.09, 0.01, 0.10], [-0.05, -0.03, -0.11], [0.06, 0.07, 0.23], [0.20, -0.20, 0.11], [0.18, -0.15, -0.05]], "nbo_charge": [-0.0590, -0.4053, -0.6276, -0.6227, 0.2216, 0.2428, -0.8399, -0.2939, -0.7409, -0.6120, 0.4719, 0.1941, 0.3547, 0.3606, 0.3618, 0.2598, 0.2356, 0.2061, 0.2126, 0.1990, 0.2343, 0.2339, 0.2018, 0.2107]}

***

[6]
{"formula": "C7H14N2O2S2", "method": "the ωB97M-V functional and the def2-TZVPD basis", "lumo_ev": 0.41, "max_force_ev_per_a": 4.4, "molar_mass_da": 222.3, "e_tot_ha": -1331.484946, "orbital_gap_ev": 8.9, "homo_energy_ev": -8.49, "e_above_lowest_kcal_mol": 15.5, "symbols": ["O", "O", "S", "C", "N", "N", "C", "C", "C", "C", "C", "C", "S", "H", "H", "H", "H", "H", "H", "H", "H", "H", "H", "H", "H", "H", "H"], "xyz": [[0.579727, -2.440335, -3.170471], [0.716814, 0.025177, -3.087943], [1.125138, 0.882737, 2.605019], [0.326964, 1.416262, 1.267837], [0.043718, 2.743170, 1.181732], [0.001228, 0.643052, 0.190089], [-1.167734, 3.227938, 0.515616], [-1.121101, -1.296919, 1.267120], [1.176114, -1.599893, 0.220272], [-0.141207, -0.828749, 0.170875], [1.979819, -1.347069, -1.094764], [-0.743267, -1.195017, -1.187960], [0.639277, -1.220097, -2.314067], [0.458049, 3.257516, 1.946695], [-0.477690, 1.191074, -0.532281], [-1.356060, 4.268877, 0.729314], [-2.048678, 2.646743, 0.843245], [-1.089814, 3.141422, -0.552824], [-1.292495, -2.366120, 1.184525], [-0.662056, -1.114280, 2.258173], [-2.090965, -0.755171, 1.257277], [1.742484, -1.328199, 1.109506], [0.954904, -2.678312, 0.295660], [2.526780, -0.408469, -1.103959], [2.648857, -2.148285, -1.348393], [-1.195204, -2.190398, -1.136691], [-1.533602, -0.526654, -1.513602]], "atomic_forces_ev_per_a": [[0.07, 1.76, 2.16], [-0.11, -0.77, 1.54], [0.52, -0.45, 0.65], [0.45, -0.23, -0.32], [-0.49, 0.13, -0.53], [-0.37, 0.96, 0.04], [-0.10, -0.57, 0.54], [0.33, 0.50, 0.84], [0.93, -0.14, -0.14], [-1.38, 0.08, 0.21], [-1.34, 0.37, 0.81], [-0.10, -0.17, 0.45], [0.48, -1.15, -4.21], [-0.39, 0.01, -0.08], [0.33, -0.84, 0.14], [0.18, 0.23, 0.22], [0.26, 0.23, -0.07], [0.09, 0.01, -0.61], [-0.11, -0.11, -0.11], [-0.28, -0.09, -0.50], [0.60, -0.30, -0.27], [0.05, 0.06, -0.09], [-0.08, 0.40, -0.07], [-0.16, 0.16, 0.06], [0.04, -0.41, -0.28], [0.41, 0.03, -0.11], [0.16, 0.28, -0.28]], "nbo_charge": [-0.9349, -0.9372, -0.2634, 0.2968, -0.6087, -0.6361, -0.4264, -0.6308, -0.4387, 0.1440, -0.6424, -0.6794, 2.1053, 0.4203, 0.4039, 0.2276, 0.1936, 0.1938, 0.2144, 0.2509, 0.2163, 0.2695, 0.2240, 0.2555, 0.2601, 0.2664, 0.2555]}